C2H6N2O | ωB97M-V/def2-TZVPD

The total energy comes out at -264.48314 Ha. The highest occupied orbital energy comes out at -9.80 eV. As for the relative energy (zero: lowest compared OMol25 entry of this formula, charge and spin): 65.37 kcal/mol. The value obtained for the HOMO-LUMO gap is 10.16 eV. The molar mass comes out at 74.083 g/mol. Its net charge is 0. The spin multiplicity is 1.

Atoms and positions in Å:
C1 2.11 0.36 -2.04
C2 -1.96 0.27 -1.60
N1 3.34 0.26 -2.17
N2 -1.61 -0.14 -0.49
O1 0.98 0.65 -2.18
H1 -2.70 0.85 2.59
H2 -1.35 0.51 -2.47
H3 -3.05 0.42 -1.65
H4 -2.18 0.57 3.13
H5 3.78 -0.61 -1.94
H6 -0.62 -0.28 -0.40